Density functional theory data (ωB97M-V/def2-TZVPD) for 2 unconnected molecules or ions with the total composition C12H17N at a distorted geometry.

Summary:
LUMO energy (eV): 0.8233
Frontier orbital gap (eV): 8.64
HOMO level (eV): -7.8
SMILES string: Cc1c[nH]c2ccccc12.CCC
Calculated total energy (a.u.): -522.20177
Relative energy (zero: lowest compared OMol25 entry of this formula, charge and spin) (eV): 0.503

Atoms and positions in Å:
C: -3.812 -2.343 -1.059
C: -2.528 -1.700 -0.585
C: -1.513 -2.347 0.051
N: -0.601 -1.396 0.511
C: -1.117 -0.147 0.321
C: -0.662 1.109 0.727
C: -1.443 2.195 0.397
C: -2.617 2.093 -0.359
C: -2.998 0.849 -0.836
C: -2.297 -0.290 -0.453
H: -4.634 -1.911 -0.484
H: -3.709 -3.412 -0.899
H: -4.047 -2.077 -2.089
H: -1.222 -3.384 0.051
H: 0.332 -1.613 0.807
H: 0.272 1.214 1.256
H: -1.153 3.154 0.807
H: -3.169 2.971 -0.655
H: -3.810 0.807 -1.555
C: 4.083 0.140 1.528
C: 3.104 0.720 0.505
C: 3.747 0.869 -0.865
H: 4.736 -0.583 1.041
H: 3.571 -0.222 2.396
H: 4.760 0.915 1.867
H: 2.275 0.008 0.446
H: 2.676 1.662 0.843
H: 3.318 1.681 -1.451
H: 4.813 1.074 -0.800
H: 3.645 -0.037 -1.465